95
Properties=species:S:1:pos:R:3 method="wB97M-V/def2-TZVPD" fmax_ha_per_bohr=0.122 e_homo_ev=-6.21 e_tot_ev=-203153.068 orbital_gap_ha=0.0609 multiplicity=1
C 1.97 -2.55 3.55
C 0.77 -1.49 3.40
C 0.93 -0.33 4.49
F 2.14 -0.62 5.18
C 0.97 1.02 3.75
C -0.23 1.89 3.54
C -1.55 1.27 4.09
C -2.58 0.95 2.91
C -2.60 -0.61 2.59
S -3.52 -0.91 1.03
C -0.20 3.24 2.87
Si -1.78 4.33 2.71
C -3.22 3.95 3.88
C -1.42 6.20 2.98
C -2.45 4.03 0.94
C 1.16 3.74 2.30
S 1.55 5.27 1.40
C 3.12 5.19 0.44
O 0.58 5.68 0.34
O 1.77 6.34 2.38
C 2.31 2.85 2.52
N 3.61 3.02 2.19
S 4.62 1.77 2.56
N 3.46 0.80 3.27
C 2.26 1.45 3.24
H 1.79 -3.38 2.73
H 2.94 -2.05 3.28
H 2.00 -3.03 4.57
H -0.24 -1.95 3.39
H 0.94 -1.01 2.41
H 0.16 -0.38 5.29
H -2.01 1.93 4.87
H -1.40 0.29 4.59
H -3.62 1.19 3.23
H -2.29 1.48 1.97
H -1.55 -0.97 2.57
H -3.20 -1.08 3.47
H -2.99 -0.04 0.09
H -3.92 3.15 3.55
H -3.83 4.89 3.95
H -2.82 3.79 4.91
H -2.28 6.68 3.53
H -0.54 6.28 3.66
H -1.30 6.75 2.02
H -3.27 3.26 1.09
H -1.70 3.53 0.28
H -2.92 4.93 0.50
H 3.19 6.05 -0.26
H 3.09 4.23 -0.13
H 4.00 5.10 1.12
Li 1.21 1.42 1.32
Br 0.00 -3.92 2.69
Li 7.26 2.17 2.15
O 3.54 8.76 0.87
H 2.64 8.48 1.09
Cl -0.51 -6.43 1.83
C 2.43 -6.20 -0.56
C 3.24 -6.86 -1.48
C 3.38 -6.36 -2.77
C 2.72 -5.19 -3.14
C 1.89 -4.55 -2.22
C 1.76 -5.05 -0.93
C 1.13 -3.33 -2.61
O 0.42 -2.76 -1.80
C 1.26 -2.82 -3.99
C 0.51 -1.72 -4.39
C 0.63 -1.23 -5.68
C 1.51 -1.83 -6.58
C 2.25 -2.94 -6.19
C 2.12 -3.44 -4.90
C 2.90 -4.65 -4.51
O 3.66 -5.18 -5.29
H 2.32 -6.59 0.44
H 3.75 -7.77 -1.20
H 4.02 -6.87 -3.48
H 1.13 -4.55 -0.21
H -0.17 -1.24 -3.70
H 0.05 -0.37 -5.99
H 1.60 -1.45 -7.59
H 2.92 -3.41 -6.90
Al 3.04 -4.74 3.60
C -3.71 -2.72 -6.37
C -2.73 -2.04 -5.79
C -3.01 -0.86 -4.94
O -2.12 -0.23 -4.41
C -4.43 -0.46 -4.78
C -5.41 -1.14 -5.36
C -5.13 -2.33 -6.21
O -6.02 -2.95 -6.74
H -3.52 -3.59 -6.99
H -1.69 -2.32 -5.90
H -4.62 0.40 -4.15
H -6.45 -0.87 -5.25
F -1.02 5.34 -0.69
Cl -4.64 -1.75 4.45

137
Properties=species:S:1:pos:R:3 method="wB97M-V/def2-TZVPD" fmax_ha_per_bohr=0.349 e_homo_ev=-6.60 e_tot_ev=-721877.028 orbital_gap_ha=0.2206 multiplicity=1
C 1.00 -0.68 4.91
C 1.84 -0.19 3.72
C 1.58 -1.09 2.50
C 1.71 1.32 3.45
C 0.28 1.89 3.31
C -0.54 1.37 2.15
C -1.92 1.02 2.31
P -2.83 1.20 3.89
N -3.15 2.69 4.20
O -2.02 0.48 5.05
O -4.18 0.34 3.85
C -2.64 0.54 1.27
C -2.10 0.37 -0.01
N -2.92 -0.12 -0.99
C -2.31 -0.29 -2.13
C -3.14 -0.89 -3.24
C -3.48 0.09 -4.39
C -3.58 1.55 -3.96
I -4.07 2.69 -5.73
C -0.93 0.02 -2.36
C -0.26 -0.23 -3.68
B 0.71 0.95 -4.08
O 0.18 2.08 -4.65
O 2.07 0.81 -3.89
N -0.17 0.54 -1.42
C -0.77 0.71 -0.20
C -0.01 1.23 0.89
O 1.29 1.59 0.66
C 1.30 2.97 0.18
C 2.71 3.56 0.28
C 2.70 4.66 1.36
C 3.36 4.15 -0.99
C 2.54 4.13 -2.26
C 4.71 3.44 -1.23
H 0.88 0.10 5.67
H 1.55 -1.49 5.38
H 0.06 -1.11 4.58
H 2.88 -0.36 4.00
H 0.50 -1.18 2.38
H 1.95 -0.68 1.57
H 1.94 -2.11 2.64
H 2.36 1.60 2.63
H 2.13 1.80 4.34
H 0.40 2.96 3.14
H -0.21 1.78 4.26
H -2.77 3.27 3.46
H -1.75 1.19 5.65
H -4.92 0.86 3.46
H -3.67 0.25 1.41
H -2.50 -1.66 -3.67
H -4.04 -1.30 -2.80
H -2.81 0.03 -5.24
H -4.46 -0.19 -4.77
H -4.41 1.73 -3.28
H -2.63 1.96 -3.61
H -0.96 -0.49 -4.47
H 0.36 -1.12 -3.52
H 0.59 2.85 -4.25
H 2.28 0.64 -2.97
H 0.64 3.52 0.84
H 0.84 2.98 -0.81
H 3.36 2.78 0.68
H 2.29 4.25 2.28
H 2.06 5.49 1.04
H 3.70 5.04 1.52
H 3.62 5.19 -0.79
H 3.05 4.62 -3.09
H 1.62 4.71 -2.11
H 2.26 3.12 -2.54
H 5.12 3.86 -2.15
H 5.38 3.71 -0.41
H 4.58 2.37 -1.32
C -2.97 -4.39 -5.00
Cl -3.05 -5.88 -5.93
Cl -4.53 -3.57 -5.03
Cl -2.56 -4.70 -3.30
Cl -1.73 -3.33 -5.70
C 5.18 2.63 3.90
Cl 4.75 1.13 3.09
Cl 6.38 2.31 5.16
Cl 5.85 3.77 2.72
Cl 3.73 3.32 4.64
C -2.15 5.40 0.86
Cl -3.04 3.90 0.62
Cl -1.14 5.72 -0.56
Cl -3.28 6.73 1.08
Cl -1.12 5.26 2.29
C 7.27 4.86 -4.46
Cl 6.30 3.55 -5.16
Cl 6.19 6.06 -3.75
Cl 8.32 4.20 -3.21
Cl 8.24 5.61 -5.72
C -3.22 -4.23 0.57
Cl -2.09 -5.18 -0.42
Cl -3.22 -2.56 -0.02
Cl -4.84 -4.91 0.40
Cl -2.74 -4.25 2.26
C -5.51 0.67 -9.26
Cl -5.64 -0.28 -10.75
Cl -3.87 1.30 -9.11
Cl -6.66 2.01 -9.31
Cl -5.86 -0.38 -7.88
C -1.24 -9.25 -2.68
Cl -0.41 -10.11 -3.98
Cl -1.42 -7.55 -3.11
Cl -2.85 -9.96 -2.44
Cl -0.31 -9.38 -1.19
C 1.34 -6.96 2.45
Cl 2.19 -7.91 1.23
Cl 0.96 -8.00 3.84
Cl 2.35 -5.61 2.98
Cl -0.16 -6.33 1.77
C 6.03 -7.16 3.69
Cl 6.94 -8.10 2.51
Cl 5.84 -5.51 3.10
Cl 4.44 -7.90 3.94
Cl 6.91 -7.14 5.23
C -7.67 0.40 1.26
Cl -6.04 0.73 1.89
Cl -7.81 -1.33 0.92
Cl -8.87 0.87 2.47
Cl -7.92 1.32 -0.22
C -8.48 -7.07 -0.51
Cl -8.16 -5.44 0.10
Cl -9.26 -6.96 -2.09
Cl -6.96 -7.95 -0.65
Cl -9.55 -7.91 0.62
C 5.31 -3.05 3.70
Cl 4.05 -3.81 4.68
Cl 6.66 -4.17 3.49
Cl 4.64 -2.62 2.12
Cl 5.87 -1.58 4.50
C 4.46 7.36 3.91
Cl 4.53 8.84 4.87
Cl 4.87 7.73 2.22
Cl 5.61 6.17 4.53
Cl 2.83 6.68 3.98

93
Properties=species:S:1:pos:R:3 method="wB97M-V/def2-TZVPD" fmax_ha_per_bohr=0.034 e_homo_ev="-2.89 / -3.89" s_squared=6.046 e_tot_ev=-264540.397 orbital_gap_ha="0.1763 / 0.2123" multiplicity=5 charge=-1
Cr 1.80 0.10 1.43
Se -4.93 -1.42 0.94
P -3.61 -1.25 -0.68
C -4.45 -0.50 -2.13
C -5.80 -0.79 -2.27
C -6.49 -0.38 -3.39
C -5.83 0.33 -4.39
C -4.49 0.62 -4.25
C -3.79 0.20 -3.13
C -3.14 -2.86 -1.43
C -2.70 -2.94 -2.74
C -2.32 -4.17 -3.26
C -2.37 -5.31 -2.47
C -2.81 -5.22 -1.16
C -3.19 -4.00 -0.64
C -1.99 -0.65 -0.18
C -1.06 0.38 0.00
N -0.07 -0.17 0.75
N -0.39 -1.41 1.02
N -1.52 -1.72 0.48
P -1.16 2.01 -0.76
Se -0.56 3.85 0.15
C -2.98 2.21 -0.75
C -3.69 2.75 -1.81
C -5.06 2.93 -1.71
C -5.72 2.60 -0.54
C -5.00 2.14 0.55
C -3.64 1.95 0.45
C -0.66 1.81 -2.47
C -0.60 2.95 -3.28
C -0.41 2.83 -4.64
C -0.27 1.57 -5.21
C -0.24 0.44 -4.40
C -0.43 0.55 -3.04
H -6.30 -1.35 -1.49
H -7.54 -0.62 -3.49
H -6.37 0.65 -5.27
H -3.97 1.18 -5.02
H -2.74 0.42 -3.03
H -2.65 -2.06 -3.37
H -1.98 -4.23 -4.28
H -2.06 -6.26 -2.88
H -2.84 -6.10 -0.55
H -3.52 -3.91 0.39
H -3.17 3.03 -2.72
H -5.61 3.31 -2.56
H -6.79 2.71 -0.47
H -5.50 1.90 1.48
H -3.07 1.61 1.31
H -0.71 3.92 -2.82
H -0.40 3.71 -5.26
H -0.17 1.47 -6.28
H -0.09 -0.54 -4.84
H -0.39 -0.33 -2.42
S 2.64 -2.01 0.69
C 2.94 -2.72 2.25
C 3.92 -3.72 2.29
N 4.79 -4.46 2.29
C 2.31 -2.32 3.42
S 1.26 -0.96 3.55
C 2.51 -3.05 4.59
N 2.67 -3.64 5.57
N 1.41 2.17 2.11
N 2.40 3.02 1.57
C 2.75 2.76 0.24
N 3.61 3.70 -0.32
S 2.18 1.44 -0.63
H 0.47 2.44 1.75
H 1.40 2.32 3.12
H 2.16 4.01 1.68
H 4.35 4.00 0.30
H 3.95 3.40 -1.22
C 3.44 1.38 4.63
N 4.38 0.33 4.33
C 4.51 -0.66 5.39
C 4.64 0.00 3.02
N 3.86 0.37 2.05
N 5.84 -0.62 2.80
C 6.12 -1.31 1.57
C 6.96 -0.47 3.70
H 3.66 1.75 5.63
H 2.40 1.03 4.61
H 3.57 2.19 3.90
H 3.52 -0.89 5.81
H 5.15 -0.27 6.19
H 4.94 -1.58 5.01
H 4.32 0.26 1.15
H 5.21 -1.71 1.13
H 6.78 -2.15 1.78
H 6.61 -0.66 0.83
H 6.79 0.33 4.41
H 7.85 -0.23 3.11
H 7.17 -1.40 4.24

81
Properties=species:S:1:pos:R:3 method="wB97M-V/def2-TZVPD" fmax_ha_per_bohr=0.009 e_homo_ev="-6.49 / -7.56" s_squared=3.765 e_tot_ev=-184680.527 orbital_gap_ha="0.2358 / 0.2146" multiplicity=4 relative_energy_kcal_mol=0.00
Pt -0.96 -1.41 1.00
C 4.58 -1.43 -4.25
C 3.23 -1.42 -3.54
C 2.49 -0.13 -3.91
C 2.42 -2.62 -4.03
C 3.38 -1.49 -2.02
C 4.63 -1.51 -1.38
C 4.75 -1.61 -0.01
C 3.60 -1.68 0.75
S 3.41 -1.88 2.47
C 1.69 -1.88 2.26
N 1.29 -1.73 1.03
C 2.35 -1.64 0.14
C 2.23 -1.54 -1.24
C 0.72 -2.03 3.34
C 1.10 -2.22 4.66
C 0.14 -2.37 5.64
C -1.21 -2.33 5.29
C -1.59 -2.12 3.97
C -0.64 -1.96 2.96
H 4.42 -1.40 -5.33
H 5.16 -2.33 -4.03
H 5.19 -0.56 -3.99
H 2.39 -0.06 -4.99
H 3.03 0.75 -3.55
H 1.49 -0.12 -3.48
H 2.32 -2.59 -5.11
H 1.42 -2.63 -3.60
H 2.91 -3.56 -3.76
H 5.53 -1.47 -1.97
H 5.73 -1.64 0.45
H 1.24 -1.50 -1.67
H 2.15 -2.26 4.93
H 0.43 -2.53 6.67
H -1.96 -2.45 6.05
H -2.64 -2.07 3.73
C -3.79 1.71 -1.98
Ge -1.85 1.91 -1.78
C -1.35 3.80 -1.85
C -1.09 1.02 -3.35
Ge -1.05 0.98 0.32
C 0.83 1.52 0.56
C 1.65 1.74 -0.55
C 3.00 2.01 -0.40
C 3.57 2.05 0.86
C 2.77 1.84 1.98
C 1.42 1.58 1.82
C -2.13 1.79 1.77
C -3.10 2.75 1.50
C -3.90 3.28 2.51
C -3.73 2.85 3.82
C -2.76 1.91 4.11
C -1.97 1.38 3.10
H -4.11 2.18 -2.91
H -4.36 2.14 -1.16
H -4.03 0.64 -2.03
H -1.71 4.22 -2.79
H -0.27 3.92 -1.80
H -1.79 4.37 -1.03
H -1.67 1.31 -4.22
H -1.15 -0.06 -3.24
H -0.05 1.30 -3.53
H 1.24 1.69 -1.55
H 3.62 2.17 -1.27
H 4.62 2.25 0.98
H 3.20 1.88 2.97
H 0.81 1.42 2.71
H -3.26 3.10 0.49
H -4.65 4.02 2.27
H -4.35 3.26 4.61
H -2.61 1.57 5.13
H -1.23 0.63 3.35
Te -1.65 -3.10 -0.91
C -3.55 -2.34 -0.47
C -4.55 -1.86 -1.26
C -5.54 -1.14 -0.53
C -5.27 -1.07 0.80
S -3.83 -1.91 1.18
H -4.56 -1.97 -2.33
H -6.41 -0.70 -0.98
H -5.85 -0.59 1.57

93
Properties=species:S:1:pos:R:3 method="wB97M-V/def2-TZVPD" fmax_ha_per_bohr=0.070 e_homo_ev="-4.28 / -4.26" s_squared=6.004 e_tot_ev=-123622.803 orbital_gap_ha="0.2376 / 0.2370" multiplicity=5 charge=-1 relative_energy_kcal_mol=54.00
Ho -0.63 0.85 -0.31
C 1.20 -3.59 3.27
O 2.15 -3.13 2.36
C 2.76 -4.01 1.54
C 2.86 -5.37 1.74
C 3.51 -6.16 0.78
C 4.02 -5.61 -0.37
C 3.99 -4.26 -0.51
C 3.35 -3.46 0.38
N 3.14 -2.04 0.04
C 1.88 -1.59 -0.22
N 1.02 -2.59 -0.45
C -0.18 -2.49 -1.25
C -0.86 -1.28 -1.51
C -1.94 -1.34 -2.42
C -2.46 -2.55 -2.84
C -1.77 -3.74 -2.51
C -0.61 -3.68 -1.72
O 0.07 -4.83 -1.33
C 0.80 -5.45 -2.32
N 1.60 -0.30 -0.28
C 2.59 0.66 0.02
C 2.74 1.70 -0.89
C 3.49 2.84 -0.58
C 4.15 2.92 0.61
C 3.98 1.87 1.56
C 3.17 0.78 1.29
O 3.19 -0.24 2.26
C 2.23 -0.02 3.28
H 0.62 -2.72 3.71
H 1.66 -4.06 4.17
H 0.57 -4.30 2.76
H 2.50 -5.78 2.67
H 3.51 -7.20 0.96
H 4.47 -6.18 -1.20
H 4.34 -3.80 -1.44
H 3.46 -1.46 0.85
H 1.35 -3.54 -0.38
H -2.41 -0.42 -2.75
H -3.34 -2.68 -3.40
H -2.16 -4.65 -2.86
H 1.00 -6.45 -1.90
H 1.73 -4.88 -2.48
H 0.25 -5.64 -3.25
H 2.26 1.65 -1.84
H 3.52 3.66 -1.30
H 4.63 3.87 0.84
H 4.52 1.90 2.54
H 2.57 -0.62 4.15
H 1.27 -0.47 2.95
H 2.15 1.05 3.53
N -0.09 1.21 -2.95
N -0.41 2.53 -3.28
C 0.34 3.32 -4.03
N -0.04 4.63 -4.15
S 1.58 2.68 -4.95
H 0.93 1.10 -3.17
H -0.50 0.60 -3.62
H -1.00 2.86 -2.57
H -0.21 5.15 -3.27
H 0.58 5.15 -4.79
O -0.05 1.85 1.71
S 0.19 2.87 2.74
O 1.44 3.52 2.61
O -0.17 2.31 4.03
C -1.04 4.16 2.51
C -1.61 4.70 3.63
C -2.57 5.69 3.67
C -3.01 6.20 2.47
C -2.49 5.68 1.27
C -1.45 4.71 1.25
S -0.80 4.20 -0.33
O -1.04 5.28 -1.30
O -1.63 2.99 -0.54
O 0.57 3.76 -0.29
H -1.12 4.34 4.51
H -2.98 5.91 4.72
H -3.82 6.87 2.46
H -2.95 5.94 0.32
C -2.57 0.02 0.86
C -3.86 -0.10 0.18
C -4.50 1.12 -0.08
C -5.68 1.08 -0.84
C -6.19 -0.12 -1.38
C -5.48 -1.32 -1.13
C -4.39 -1.28 -0.31
H -2.18 -0.95 1.09
H -2.61 0.74 1.69
H -4.12 2.07 0.14
H -6.18 2.01 -1.13
H -7.02 -0.16 -2.04
H -5.87 -2.28 -1.54
H -3.87 -2.24 -0.09